1.
DFT (ωB97M-V/def2-TZVPD) results for a structure of composition C40H45Ge2N5O3PbS in a non-equilibrium geometry.

Net charge: -1
2S+1: 2
ΔE to the lowest compared entry with this formula, charge and spin in kcal per mole: 0.0
LUMO energy (alpha / beta) in eV: 2.40 / 1.33
F_max in hartree/bohr: 0.088
Highest occupied orbital energy (alpha / beta) in eV: -4.19 / -4.13

Last column: Löwdin charge in e.
Geometry (Å):
Pb: 0.50769 0.52644 0.09715  1.0647
N: 0.83811 0.56477 5.61304  0.1106
C: 0.66664 1.83158 5.10710  -0.3017
C: -0.47874 2.26105 4.41454  -0.0151
C: -0.41538 3.50836 3.82118  -0.0709
C: 0.76236 4.22535 3.76782  -0.0766
C: 1.79197 3.71485 4.53383  -0.2021
N: 1.80814 2.57736 5.12273  0.1083
C: -0.07601 -0.52843 5.57178  -0.3367
C: 0.42761 -1.83657 5.83432  -0.0096
C: -0.41924 -2.89798 5.53217  -0.0724
C: -1.62857 -2.66296 4.91324  -0.0930
C: -2.05912 -1.40932 4.66541  -0.0794
N: -1.27711 -0.36577 5.12189  0.1048
H: 1.75782 0.38265 6.05751  0.1580
H: -1.36119 1.66650 4.41471  0.0758
H: -1.33799 3.90848 3.45984  0.1014
H: 0.95656 5.17630 3.33364  0.0888
H: 2.65641 4.40632 4.63555  0.1148
H: 1.31049 -2.02851 6.44462  0.1085
H: -0.18313 -3.92108 5.75471  0.1018
H: -2.19426 -3.49470 4.54712  0.1015
H: -2.95471 -1.20199 4.21557  0.0683
N: 0.85575 -0.73023 2.59737  -0.0002
C: 2.24876 -0.52980 2.97129  -0.1931
C: 3.22522 -0.55293 1.83697  -0.6879
O: 4.32346 -0.99905 2.03791  0.0474
O: 2.76881 -0.05682 0.72842  -0.3049
H: 0.12391 -0.35658 3.18166  0.0355
H: 0.60861 -1.70443 2.50152  0.0866
H: 2.64001 -1.30902 3.66369  0.1226
H: 2.31059 0.36187 3.51291  0.0801
N: -0.72979 -1.28325 -0.26337  -0.0413
C: -1.78720 -1.52620 0.36658  -0.5230
C: -2.43970 -0.53853 1.23046  -0.1092
C: -3.68979 -0.69965 1.72704  -0.1612
C: -4.34089 -1.89477 1.54472  -0.1500
C: -3.68687 -2.91166 0.84646  -0.1214
C: -2.45747 -2.74885 0.31175  -0.0746
H: -2.01850 0.43430 1.27400  0.0207
H: -4.05284 0.12181 2.21147  0.0858
H: -5.31082 -2.03418 1.93567  0.0771
H: -4.14068 -3.85762 0.67792  0.0886
H: -2.04620 -3.51253 -0.33860  0.1043
C: 2.91255 -3.14083 -1.03483  -0.2501
Ge: 3.61343 -1.64741 -2.13457  0.6780
C: 3.86622 -2.28207 -3.99236  -0.2747
C: 5.22205 -0.98191 -1.32480  -0.2526
Ge: 1.97097 0.23060 -2.31044  0.7530
C: 3.33944 1.56412 -2.96546  -0.3787
C: 4.07716 2.36342 -2.10260  -0.1523
C: 5.13235 3.14761 -2.52180  -0.1084
C: 5.44651 3.26228 -3.90292  -0.0968
C: 4.71139 2.44693 -4.75870  -0.1316
C: 3.72133 1.60086 -4.31821  -0.1438
C: 0.81723 -0.37023 -3.83660  -0.3799
C: 0.17815 0.41028 -4.80333  -0.1511
C: -0.67784 -0.11820 -5.76488  -0.1022
C: -1.03982 -1.46790 -5.60781  -0.1044
C: -0.49852 -2.25313 -4.58445  -0.0992
C: 0.39810 -1.69972 -3.73373  -0.1840
H: 3.73123 -3.51476 -0.44046  -0.0003
H: 2.50380 -3.97495 -1.72303  0.0422
H: 2.11781 -2.75503 -0.42622  -0.0248
H: 2.95195 -2.45854 -4.66306  0.0339
H: 4.67254 -3.08352 -3.95404  0.0233
H: 4.39314 -1.47272 -4.50149  -0.0162
H: 5.94938 -1.80372 -1.07666  0.0373
H: 4.90821 -0.60678 -0.38424  -0.0313
H: 5.81401 -0.25244 -1.88852  0.0195
H: 4.02561 2.18465 -0.99139  0.1161
H: 5.70293 3.77432 -1.87544  0.0817
H: 6.23276 4.00717 -4.17279  0.1020
H: 4.96648 2.38777 -5.81451  0.0925
H: 3.13235 1.00821 -5.06635  0.1056
H: 0.45241 1.51951 -4.87577  0.1182
H: -1.12794 0.53749 -6.53495  0.1011
H: -1.60375 -1.97786 -6.33537  0.0717
H: -0.82648 -3.28946 -4.49899  0.1038
H: 0.82382 -2.27227 -2.95938  0.0570
C: -2.19900 1.62627 -1.98200  -0.2517
S: -3.26350 2.50876 -0.80170  0.8774
O: -3.42028 3.89926 -1.26367  -0.5259
C: -4.83507 1.65188 -1.00637  -0.3767
C: -4.92729 0.27747 -1.13790  -0.0683
C: -6.09763 -0.39022 -0.71753  -0.0548
C: -7.22676 0.42548 -0.60382  -0.1095
C: -7.18979 1.78562 -0.67812  -0.0829
C: -5.95003 2.44638 -0.87837  -0.0690
H: -2.57136 1.86133 -2.95648  0.0532
H: -2.09688 0.59107 -1.74493  0.0120
H: -1.22525 2.18928 -1.87194  0.0453
H: -4.08020 -0.28335 -1.43448  0.0925
H: -6.18481 -1.45716 -0.69617  0.0980
H: -8.20727 -0.08464 -0.53864  0.1086
H: -8.04287 2.37482 -0.55671  0.0810
H: -5.99571 3.48144 -0.78630  0.0849

Force components x, y, z for each atom (eV/Å):
1.280 0.239 0.085
-0.278 -1.364 1.497
0.775 0.331 -1.572
0.902 0.338 0.867
-0.189 0.141 -0.336
-0.246 -0.482 0.958
1.104 2.504 -1.114
-0.809 -2.273 1.756
1.797 -0.526 -0.224
-0.816 -0.632 0.881
0.968 0.966 0.474
-0.561 -1.069 -0.940
3.496 1.119 2.684
-1.962 0.406 -1.606
-1.069 0.304 -0.640
-0.386 -0.073 0.057
-0.337 0.204 -0.661
-0.533 0.585 -0.463
-0.144 -0.926 0.033
0.104 0.252 -0.530
0.463 -0.202 0.146
-0.362 -0.379 -0.039
-2.004 0.707 -1.001
-0.293 -0.330 -0.790
-0.658 -2.169 1.150
-1.830 1.048 -1.275
1.660 -0.470 0.062
0.064 -0.092 -0.133
0.364 0.470 0.296
0.186 -0.226 -0.256
-0.446 0.251 -0.153
0.342 1.667 0.559
3.202 0.917 -2.027
-2.750 0.780 2.793
0.939 -0.433 -1.260
1.111 -1.834 -1.023
-0.046 -0.692 0.099
-0.801 0.479 0.707
0.495 -0.904 -1.199
0.560 0.718 0.165
-1.488 1.879 1.386
-0.999 -0.258 0.326
-0.623 -0.653 0.053
0.107 -0.112 0.175
-0.242 -0.904 -1.889
-1.527 0.136 -0.451
0.656 -0.302 -0.793
1.854 -1.139 -0.436
0.663 -0.342 -0.147
-0.423 -0.254 -0.612
0.709 -0.912 2.137
0.075 0.657 -2.203
-0.263 0.114 1.509
1.133 0.287 -1.026
-1.619 -0.424 0.057
-0.581 0.372 0.247
1.176 2.038 -0.372
-0.663 -0.555 0.548
1.042 0.577 0.054
-1.151 -0.047 -1.122
0.707 0.891 0.240
0.104 -0.289 0.357
0.634 1.246 1.133
-0.391 0.020 0.480
1.312 -0.314 1.333
-1.388 0.366 -0.355
0.021 0.277 -0.028
-0.707 0.442 -0.293
-0.180 0.663 0.907
-0.453 0.077 0.014
-0.518 0.437 -1.119
0.203 0.101 0.799
-0.737 -0.989 -0.221
-0.043 0.284 0.015
0.763 0.454 0.738
-0.420 -1.578 0.118
0.370 -0.623 0.448
-1.013 -0.267 -0.814
0.205 0.194 0.052
0.403 -0.852 0.894
0.720 2.128 0.584
0.363 -1.072 0.532
-0.132 0.585 -0.456
0.550 0.883 -0.858
-0.916 -0.911 1.495
0.397 1.964 -1.794
-1.293 -1.858 0.293
2.349 0.431 -0.563
-1.922 -2.260 0.994
-0.280 -0.263 -0.757
0.116 -0.749 0.063
-0.844 -0.820 -0.085
0.827 -0.558 0.072
0.140 -0.302 -0.024
0.572 0.398 0.369
-1.358 0.685 0.052
0.714 1.666 -0.082

=====

2.
DFT (ωB97M-V/def2-TZVPD) results for a structure of composition C40H45GeIrN2S3Sb2Se.

Net charge: +2
ΔE to the lowest compared entry with this formula, charge and spin in kcal per mole: 0.0
LUMO energy in eV: -7.23
F_max in hartree/bohr: 0.019
Highest occupied orbital energy in eV: -12.72

Last column: Löwdin charge in e.
Geometry (Å):
Ir: -0.19338 0.27722 -0.34826  0.1831
C: -1.98908 3.14576 -2.46949  -0.3334
C: -2.89608 2.20609 -3.24998  -0.3463
C: -2.22490 0.89739 -3.64498  -0.3246
Sb: -1.79881 -0.56218 -2.14944  1.4349
C: -3.64179 -1.26751 -1.44261  -0.3784
C: -4.81534 -0.69605 -1.92394  -0.1108
C: -6.03914 -1.15705 -1.46002  -0.0520
C: -6.08853 -2.17796 -0.52136  -0.0495
C: -4.91591 -2.75166 -0.04716  -0.0569
C: -3.68892 -2.29630 -0.50457  -0.1199
C: -0.92146 -2.11960 -3.23951  -0.4085
C: 0.45820 -2.14110 -3.42972  -0.1673
C: 1.02551 -3.16475 -4.17376  -0.0520
C: 0.21853 -4.15521 -4.72098  -0.0447
C: -1.15675 -4.12589 -4.53352  -0.0509
C: -1.73517 -3.10563 -3.79065  -0.1098
Sb: -1.57983 2.48380 -0.49205  1.4102
C: -0.72695 4.14715 0.44692  -0.4228
C: -1.10018 4.47301 1.74659  -0.1222
C: -0.49028 5.54712 2.37855  -0.0546
C: 0.48216 6.28370 1.71487  -0.0488
C: 0.84859 5.95657 0.41590  -0.0572
C: 0.24674 4.88249 -0.22440  -0.1344
C: -3.47291 2.16230 0.34853  -0.3875
C: -4.51834 3.04958 0.10372  -0.1093
C: -5.77455 2.79246 0.63452  -0.0533
C: -5.98463 1.65782 1.40824  -0.0503
C: -4.94334 0.77518 1.65911  -0.0664
C: -3.68777 1.02711 1.12748  -0.1499
H: -2.45005 4.12840 -2.36078  0.0771
H: -1.03027 3.28728 -2.97131  0.0630
H: -3.19262 2.70700 -4.17506  0.1267
H: -3.82114 2.03216 -2.69453  0.0838
H: -1.25445 1.08822 -4.11039  0.0732
H: -2.82145 0.35151 -4.37911  0.0786
H: -4.79388 0.09349 -2.66403  0.0921
H: -6.95393 -0.72048 -1.83776  0.1192
H: -7.04521 -2.53576 -0.16496  0.1191
H: -4.95780 -3.55845 0.67249  0.1173
H: -2.78177 -2.75736 -0.14026  0.0760
H: 1.09308 -1.36541 -3.01235  0.0519
H: 2.09560 -3.18729 -4.33082  0.1184
H: 0.66466 -4.95228 -5.30039  0.1188
H: -1.78076 -4.89700 -4.96480  0.1184
H: -2.80837 -3.09332 -3.63676  0.1057
H: -1.86275 3.90390 2.26671  0.1049
H: -0.77637 5.81080 3.38788  0.1175
H: 0.95383 7.12116 2.21117  0.1178
H: 1.60150 6.53767 -0.09955  0.1169
H: 0.54241 4.62735 -1.23584  0.0984
H: -4.36275 3.94391 -0.48899  0.1097
H: -6.58785 3.48146 0.44993  0.1175
H: -6.96478 1.46567 1.82395  0.1179
H: -5.10811 -0.10284 2.26954  0.1156
H: -2.87528 0.33218 1.32983  0.0857
C: 4.42222 -2.22176 2.01846  -0.2024
Ge: 2.78686 -3.15649 2.49683  0.7691
C: 2.63519 -4.84083 1.52061  -0.2174
C: 2.54460 -3.37074 4.41377  -0.1984
C: 1.28382 -1.95987 1.90166  -0.5334
Se: 1.15010 -1.84824 -0.05134  0.8538
C: -0.02908 -3.38181 -0.24486  -0.3187
H: 5.28384 -2.87672 2.15087  0.0390
H: 4.56301 -1.35086 2.65499  0.0090
H: 4.40370 -1.90161 0.97410  0.0137
H: 3.45054 -5.49921 1.82189  0.0337
H: 2.72473 -4.69063 0.44316  0.0165
H: 1.69833 -5.35398 1.73988  0.0276
H: 3.35588 -3.97305 4.82279  0.0323
H: 1.60310 -3.87188 4.63729  0.0280
H: 2.55587 -2.40123 4.91150  0.0219
H: 1.46728 -0.95476 2.26923  -0.0529
H: 0.31584 -2.29400 2.27834  0.0307
H: 0.56750 -4.26430 -0.03122  0.0214
H: -0.38921 -3.41549 -1.26843  0.0065
H: -0.84525 -3.30328 0.46769  0.0271
S: 2.82366 1.05105 3.67216  0.7244
C: 2.83297 1.26380 2.05195  -1.0452
S: 1.36875 1.72849 1.15346  0.9069
C: 2.24659 1.47700 -0.34304  -1.0347
N: 3.50096 1.25641 -0.19605  0.0804
N: 3.84096 1.26335 1.13568  -0.1142
C: 5.24524 1.16709 1.43155  -0.2257
C: 5.77303 1.83413 2.52615  -0.0381
C: 7.13248 1.73510 2.77771  -0.0517
C: 7.94840 0.98835 1.94094  -0.0570
C: 7.40697 0.34436 0.83578  -0.0559
C: 6.05134 0.43150 0.57305  -0.0379
S: 1.29434 1.28737 -1.77223  0.5917
H: 5.14222 2.42890 3.16960  0.0888
H: 7.55277 2.25249 3.62901  0.1158
H: 9.00824 0.91619 2.14331  0.1144
H: 8.04286 -0.22648 0.17328  0.1138
H: 5.62214 -0.05421 -0.29138  0.1091

Force components x, y, z for each atom (eV/Å):
-0.249 0.131 0.669
0.008 0.099 0.047
-0.039 0.012 -0.007
0.002 -0.169 -0.071
0.182 -0.044 -0.124
0.045 0.059 -0.035
-0.020 -0.057 0.029
-0.033 0.011 0.015
-0.007 0.006 -0.012
0.003 0.010 0.009
-0.070 0.064 -0.044
-0.097 0.075 -0.125
-0.027 0.043 -0.105
0.006 -0.016 0.000
0.001 0.003 0.006
0.007 -0.025 0.005
0.052 -0.007 0.028
-0.086 -0.012 -0.029
-0.015 -0.007 -0.041
0.006 -0.015 0.010
0.010 0.009 0.003
-0.002 -0.001 -0.003
0.007 -0.010 -0.001
0.015 0.007 0.037
0.006 -0.018 0.017
-0.023 -0.023 0.018
0.006 0.002 -0.007
-0.005 0.013 -0.006
-0.002 0.001 -0.004
0.061 -0.003 -0.010
0.027 0.011 0.031
0.002 0.010 -0.003
0.002 0.024 0.005
0.015 -0.009 -0.007
0.000 -0.013 -0.042
0.002 -0.009 0.013
-0.002 -0.007 -0.002
-0.009 -0.003 0.006
-0.001 -0.002 -0.003
-0.004 0.001 0.004
0.039 -0.019 0.013
-0.013 -0.023 -0.018
0.004 -0.005 -0.005
0.000 0.000 -0.001
0.004 -0.004 -0.002
0.001 0.004 -0.004
-0.001 0.006 -0.004
-0.003 0.002 -0.003
-0.003 0.001 -0.001
-0.001 0.003 0.002
-0.002 0.009 -0.012
-0.004 0.007 -0.005
0.000 -0.001 0.001
-0.003 0.001 0.000
0.001 0.001 -0.004
-0.035 0.024 -0.009
0.007 -0.076 -0.028
-0.121 0.048 -0.024
0.040 -0.016 0.043
0.039 -0.015 -0.031
0.038 -0.194 -0.088
-0.017 0.036 0.194
0.034 -0.065 -0.045
-0.003 -0.004 -0.015
0.003 0.086 0.024
-0.011 -0.022 0.037
-0.006 -0.001 0.005
0.013 0.001 0.005
0.004 -0.001 -0.001
-0.006 0.004 0.008
-0.001 0.005 -0.004
-0.003 0.004 -0.005
0.038 0.061 0.071
-0.003 0.025 -0.046
-0.019 0.018 0.006
-0.001 -0.058 0.065
0.029 0.014 0.023
-0.027 -0.050 -0.219
0.190 0.067 0.361
-0.364 -0.229 -0.043
0.910 0.167 -0.316
-0.476 -0.014 0.145
-0.031 -0.060 -0.058
0.117 0.021 0.003
-0.046 0.029 -0.025
0.031 -0.019 -0.018
-0.009 0.001 0.002
0.015 0.016 0.024
-0.023 0.002 0.011
-0.131 0.093 -0.271
0.013 -0.015 -0.006
0.004 0.001 -0.002
0.000 -0.001 -0.001
0.004 -0.003 -0.003
0.011 -0.002 -0.001